# 1
Computed, not measured: a molecular structure, C26H25Cl2N6O2RuS, with the ωB97M-V functional and the def2-TZVPD basis.

The value obtained for the frontier orbital gap (spin up / spin down) is 7.256 / 3.742 eV. For the energy above the lowest of the compared OMol25 structures with the same formula, charge and spin, the calculation gives 73.1 kJ/mol. Its spin multiplicity is 5. Its expectation value of S² is 6.044. The total energy comes out at -78857.1340 eV. As for the total charge: +1.

The geometry in XYZ format:
```
63
Properties=species:S:1:pos:R:3:forces:R:3:mulliken_spin:R:1
Ru -0.14111 -1.02526 0.22405 0.8240 0.1586 -1.0452 2.53
Cl 1.70914 1.33731 -6.18421 0.0873 0.3433 -0.2172 0.03
C 0.83365 0.78482 -4.84351 -2.5366 -0.9440 -0.7795 0.10
C 1.52167 0.43255 -3.69808 -0.8269 -0.0766 1.2037 0.25
C 0.81911 -0.14279 -2.59415 -0.4978 0.5571 -1.8106 0.10
N 1.34561 -0.44802 -1.43378 0.6906 -0.7330 1.5411 0.31
C 2.68420 -0.30658 -1.15706 0.4082 -0.6036 0.9739 -0.02
O 3.55579 0.07292 -1.90127 0.3830 0.3024 -0.4857 0.12
C 3.06470 -0.73293 0.24186 -0.4606 0.4911 0.7947 0.01
C 4.30620 -0.39916 0.78655 -0.9910 -0.4905 -0.4165 0.00
C 4.51947 -0.69221 2.13327 1.5598 0.6712 -0.0017 0.00
C 3.56909 -1.32569 2.86812 -1.2962 -0.4207 -0.7733 0.00
C 2.36948 -1.65272 2.20796 0.3856 -0.0881 1.7247 0.02
N 2.08587 -1.31785 0.98449 0.6544 0.2081 -1.5393 0.04
C -0.53414 -0.51073 -2.76012 -0.3598 -0.0951 -1.2266 0.00
C -1.21769 -0.20271 -3.94899 -0.7971 -1.1400 2.9773 0.17
C -0.56916 0.48309 -4.92208 2.8795 1.9332 -2.6438 0.10
Cl -1.42903 0.93476 -6.35805 0.1743 -0.1874 0.4397 0.03
N -1.00326 -1.29503 -1.74856 -0.6629 -0.2190 0.4540 0.18
C -1.90574 -2.31810 -1.92602 -0.1491 1.0878 -0.1253 -0.04
O -2.74115 -2.50554 -2.80325 0.8235 0.3832 0.3293 0.07
C -1.75622 -3.27632 -0.81260 0.4049 -1.6489 1.2984 0.04
C -2.65731 -4.32470 -0.69726 -0.3966 0.2143 -0.1102 0.00
C -2.49399 -5.27243 0.29672 0.3534 -0.3261 0.7029 0.01
C -1.35583 -5.24719 1.10400 -0.2525 0.8738 -1.0905 -0.01
C -0.48636 -4.17068 0.91852 -0.0305 0.7374 0.3164 0.02
N -0.69250 -3.16250 0.04825 -1.1282 -0.9277 -0.4895 -0.05
H 2.55433 0.61824 -3.56477 0.7676 0.2557 -0.2069 0.00
H 5.03856 0.06228 0.14163 0.0786 0.0839 0.1036 0.00
H 5.46011 -0.40802 2.62571 -0.3784 -0.0936 -0.4008 0.00
H 3.69109 -1.55892 3.90390 0.0995 -0.1447 0.3728 0.00
H 1.59819 -2.16316 2.76267 -0.2525 -0.0881 0.1262 0.00
H -2.26586 -0.50113 -4.00452 0.4188 0.1013 -0.3281 0.00
H -3.52918 -4.37185 -1.35265 0.4114 0.1637 0.0812 0.00
H -3.26073 -6.01752 0.48043 0.1236 -0.0544 -0.2183 0.00
H -1.16180 -6.00022 1.84112 0.0902 -0.1447 0.2384 0.00
H 0.36810 -4.02923 1.57935 -0.0863 -0.1293 -0.1958 0.00
C 1.68164 3.36763 2.45421 0.3417 0.2542 0.0646 0.00
C 0.98385 3.42042 1.08053 0.5906 -0.1987 -0.4009 -0.01
C 1.94496 3.86970 -0.04473 -0.4800 -0.2521 -0.5185 0.01
C -0.22739 4.33027 1.09595 -0.0535 1.2717 -0.1231 0.00
C 0.49882 2.06237 0.73376 0.0800 -0.2392 0.1765 0.06
C 0.14299 0.91892 0.50306 0.2694 0.5051 0.0303 -0.13
H 2.15832 4.32918 2.72853 -0.3380 -0.3362 -0.3001 0.00
H 2.46954 2.60703 2.46081 -0.0926 0.0808 -0.0964 0.00
H 0.97678 3.10799 3.24480 -0.0742 0.0018 -0.0399 0.00
H 2.29868 4.89475 0.04439 -0.0746 0.0893 0.3496 0.00
H 1.38807 3.80887 -0.99335 0.2167 0.0535 0.1755 0.00
H 2.80812 3.21856 -0.14632 0.1249 -0.1542 0.1434 0.00
H 0.04858 5.40944 1.23996 -0.1135 -0.9410 -0.1431 0.00
H -0.84449 4.04508 1.93214 -0.5288 -0.0276 0.2660 0.00
H -0.79865 4.24647 0.15564 0.1981 0.0545 0.3615 0.00
C -3.88410 1.72462 0.58822 -0.5563 0.4399 -0.8175 0.00
N -2.69177 1.11983 1.11841 -0.8171 -1.9442 0.9838 0.01
C -2.71598 -0.03853 1.77791 -0.1568 0.7073 0.1914 0.01
N -3.88987 -0.53874 2.18076 0.8030 -1.6282 0.3355 0.00
S -1.31719 -0.95445 2.25930 -0.4035 0.0528 0.0269 0.03
H -3.53596 2.43309 -0.16527 -0.3051 -0.0240 -0.0088 0.00
H -4.46285 2.28720 1.32231 0.1497 -0.0129 0.1959 0.00
H -4.58635 1.00450 0.10390 0.7652 0.2603 0.3271 0.00
H -1.77723 1.45628 0.88680 0.7162 0.4171 -0.3147 0.01
H -4.70576 -0.02100 2.36906 -0.8372 0.9298 -0.1616 0.00
H -3.85601 -1.45630 2.63150 0.0605 0.6293 -0.2765 0.00
```
Forces are in eV/Å.

# 2
Computed, not measured: a molecular structure, C26H25Cl2N9O2Pd, with the ωB97M-V functional and the def2-TZVPD basis.

The value obtained for the frontier orbital gap is 7.264 eV. For the energy above the lowest of the compared OMol25 structures with the same formula, charge and spin, the calculation gives 73.0 kJ/mol. Its spin multiplicity is 1. The total energy comes out at -73399.2136 eV.

The geometry in XYZ format:
```
65
Properties=species:S:1:pos:R:3:forces:R:3:mulliken_charge:R:1
Pd 0.16210 0.29357 -0.16253 -0.1805 -0.2303 -0.5942 0.75
C 4.24389 -0.47836 0.64053 -0.0233 -0.0415 0.0225 -1.10
C 4.97741 0.43460 -0.11225 0.0124 0.0292 0.0013 -0.36
C 4.30338 1.44245 -0.75160 0.0405 -0.0514 -0.0244 -0.55
C 2.90318 1.51597 -0.68450 0.0077 -0.1258 -0.1801 0.21
N 2.20060 0.52903 -0.09343 -0.0749 0.0465 0.2211 0.18
C 2.87490 -0.38477 0.62921 0.1099 0.0977 0.1845 -0.43
N 2.35682 2.67589 -1.15774 0.0107 0.0014 -0.0371 -0.57
C 1.13073 2.98834 -0.92772 -0.0052 0.0990 -0.1905 0.01
N 0.08955 2.22688 -0.48650 0.0351 0.0111 0.2384 -0.05
C -1.01615 3.03128 -0.30474 0.0180 0.1839 -0.0282 -0.55
N -2.19842 2.75489 0.07000 -0.0672 0.0057 0.0694 -0.50
C -2.73116 1.48988 0.14823 -0.0071 -0.0216 0.0104 0.39
C -4.02671 1.44447 0.68057 -0.0428 -0.0637 0.0294 -0.48
C -4.76089 0.28924 0.61696 -0.0110 0.0555 0.0095 -0.60
C -4.20263 -0.79865 -0.04379 0.0303 -0.0458 -0.0185 -1.01
C -2.91562 -0.68326 -0.51027 -0.0881 0.0426 -0.0485 -0.11
N -2.13948 0.40165 -0.37465 0.3060 0.0425 0.1060 0.19
C -0.64440 4.41612 -0.66851 0.0566 -0.0082 -0.0066 0.56
C -1.37399 5.58770 -0.65555 0.0065 -0.0061 -0.0002 -0.12
C -0.72577 6.73823 -1.09054 -0.0235 0.0033 0.0040 -0.63
C 0.60066 6.70318 -1.51937 0.0209 0.0083 -0.0053 -0.61
C 1.32478 5.51651 -1.52574 -0.0055 -0.0169 -0.0053 -0.17
C 0.66754 4.38071 -1.09632 -0.0709 0.0007 0.0054 0.01
H 4.71736 -1.23832 1.24536 -0.0032 0.0105 -0.0017 0.46
H 6.05811 0.38882 -0.14570 0.0001 -0.0092 -0.0104 0.41
H 4.80723 2.23882 -1.27865 0.0006 -0.0078 -0.0033 0.51
H 2.25760 -0.97982 1.27641 -0.1102 -0.1394 0.0868 0.62
H -4.41404 2.35764 1.10691 0.0052 -0.0074 0.0137 0.48
H -5.75951 0.24154 1.03010 0.0037 -0.0018 0.0121 0.43
H -4.74181 -1.72437 -0.18647 -0.0010 0.0079 -0.0120 0.45
H -2.48569 -1.51682 -1.02815 0.0528 -0.0750 -0.0963 0.42
H -2.40139 5.59767 -0.31830 0.0023 0.0072 0.0056 0.53
H -1.25628 7.68161 -1.09669 -0.0019 -0.0046 0.0043 0.40
H 1.07218 7.62037 -1.84786 0.0033 -0.0074 -0.0038 0.40
H 2.35628 5.47314 -1.84757 -0.0022 0.0072 -0.0048 0.53
C -0.69543 -2.67639 0.59134 0.0528 -0.0915 -0.0262 -1.15
N -0.95255 -4.06578 0.23625 -0.0201 0.0376 -0.0042 0.19
C -1.37108 -4.15028 -1.16239 0.0207 0.0427 0.0005 -0.64
N -0.35342 -3.62430 -2.08311 0.0015 0.0123 0.0111 0.10
C -0.07982 -2.23296 -1.75889 0.0191 -0.0740 -0.0118 -1.00
N 0.30738 -2.03945 -0.33076 -0.1135 0.1768 0.1308 2.09
C 1.54668 -2.87372 -0.14980 0.0396 0.0749 -0.1058 -1.26
N 1.33695 -4.27279 -0.48322 0.0029 0.0194 -0.0325 0.16
C 0.29165 -4.81241 0.38839 0.0209 -0.0135 0.0106 -0.69
C 0.88175 -4.37965 -1.86713 0.0068 0.0004 0.0035 -0.74
H -0.27485 -2.61961 1.59244 0.0374 0.0229 0.0489 0.26
H -1.61336 -2.11107 0.59686 -0.0187 0.0207 0.0288 0.21
H -2.30270 -3.60004 -1.29844 -0.0062 0.0235 -0.0027 0.32
H -1.55822 -5.19535 -1.41490 0.0073 0.0038 0.0051 0.35
H -0.93215 -1.60856 -2.00306 -0.0973 0.0039 0.0111 0.17
H 0.75645 -1.88633 -2.37033 -0.0056 0.0118 0.0118 0.27
H 1.84681 -2.81745 0.89089 0.0143 0.0489 0.0942 0.27
H 2.32924 -2.47115 -0.79213 0.0404 0.0385 0.0134 0.26
H 0.62107 -4.74874 1.42612 0.0004 0.0005 0.0080 0.36
H 0.12290 -5.85983 0.13313 -0.0005 -0.0054 -0.0030 0.35
H 0.70671 -5.42995 -2.10425 0.0001 -0.0050 -0.0016 0.33
H 1.65610 -3.99365 -2.53288 0.0022 0.0034 -0.0043 0.37
Cl -0.96273 1.61576 4.73362 -0.0177 0.0224 0.0127 -0.19
C -0.60441 -0.09461 4.43261 0.0057 -0.0129 -0.0237 -0.18
Cl -2.03159 -1.11126 4.76240 -0.0174 -0.0022 0.0192 -0.20
C -0.15279 -0.32798 2.97265 0.0242 -0.1798 0.0599 0.36
O 0.92086 -0.95489 2.85813 -0.0913 0.0091 -0.0660 -0.65
O -0.91745 0.08499 2.08026 0.0765 0.0035 0.0552 -0.16
H 0.16766 -0.39840 5.12702 0.0121 0.0108 0.0034 0.34
```
Forces are in eV/Å.

# 3
Computed, not measured: a molecular structure, C26H25CuN4O5Te, with the ωB97M-V functional and the def2-TZVPD basis.

The value obtained for the frontier orbital gap (spin up / spin down) is 6.109 / 6.013 eV. For the energy above the lowest of the compared OMol25 structures with the same formula, charge and spin, the calculation gives 83.4 kJ/mol. Its spin multiplicity is 2. Its expectation value of S² is 0.752. The total energy comes out at -95501.2504 eV. As for the total charge: -1.

The geometry in XYZ format:
```
62
Properties=species:S:1:pos:R:3:forces:R:3:mulliken_spin:R:1
Cu -0.12124 -0.22639 0.17548 0.7339 0.3167 0.3863 0.80
C 1.79119 2.69321 2.92292 -0.1965 -0.2200 -0.3105 0.01
C 1.33485 1.44871 2.20671 -0.1528 1.1286 -0.4125 0.00
N 0.62019 1.50042 1.13065 -0.0288 -1.2606 -0.4343 0.07
N 0.18502 2.63786 0.62201 -0.0752 1.1102 0.5241 0.00
C -0.49557 2.46741 -0.52258 0.6398 -0.4111 0.3736 0.01
O -0.51289 1.40967 -1.18621 0.2022 -0.0758 -0.0005 0.01
C -1.27213 3.65298 -0.94069 -0.2298 0.1876 -0.2400 0.00
C -2.47705 3.44558 -1.60280 0.1680 -0.1898 0.0806 0.00
C -3.26041 4.52568 -1.96180 -0.1044 0.0040 -0.1160 0.00
C -2.83756 5.81685 -1.69365 -0.0501 0.0729 -0.0074 0.00
C -1.63852 6.02400 -1.02899 0.0720 0.1195 -0.0108 0.00
C -0.86300 4.94720 -0.63796 0.0557 -0.1017 -0.0007 0.00
C 1.64346 0.13491 2.72132 0.2544 -0.6871 0.3905 0.00
C 2.22847 -0.05442 3.98398 -0.1090 0.1856 -0.3537 0.00
C 2.47207 -1.33653 4.42830 -0.0719 -0.2247 -0.1085 0.00
C 2.11030 -2.40686 3.62250 0.1056 0.0947 0.1512 0.00
C 1.54328 -2.13010 2.38770 0.1095 -0.4602 0.1734 0.00
N 1.33399 -0.91091 1.94157 -0.2130 0.3635 -0.2581 0.01
H 1.68772 3.53227 2.23945 -0.0038 0.0356 0.0664 0.00
H 2.82860 2.60466 3.24091 0.0554 -0.0009 0.0549 0.00
H 1.16588 2.88196 3.79727 0.0077 0.0557 0.0861 0.00
H -2.78594 2.42552 -1.79143 -0.0639 0.0080 -0.0749 0.00
H -4.20380 4.35215 -2.45816 -0.0993 0.0102 -0.0635 0.00
H -3.44172 6.66151 -1.99980 -0.0261 0.0302 0.0160 0.00
H -1.30354 7.03023 -0.81823 0.0086 0.0797 0.0331 0.00
H 0.06153 5.09112 -0.09853 0.0467 0.0167 0.0179 0.00
H 2.48014 0.79808 4.59405 0.0021 0.0743 0.0528 0.00
H 2.93342 -1.50779 5.39215 -0.0162 0.0235 0.0406 0.00
H 2.27019 -3.42624 3.94218 -0.0126 -0.0445 -0.0544 0.00
H 1.25609 -2.94371 1.73471 -0.0596 -0.0330 -0.1311 0.00
C -2.82270 -1.42655 -4.05652 0.1461 0.0146 0.3646 0.00
Te -2.53675 -0.47037 -2.07774 -1.2938 -0.6634 -1.7195 0.00
C -4.16332 -1.68333 -1.33329 0.1080 0.4023 0.0657 0.00
H -2.62259 -2.49342 -4.04163 0.0912 -0.1918 0.0995 0.00
H -2.14395 -0.96441 -4.76374 0.1819 0.1393 -0.1384 0.00
H -3.83803 -1.27628 -4.41263 -0.1483 0.1214 0.0672 0.00
H -5.09154 -1.12201 -1.31738 -0.0842 0.1164 -0.0942 0.00
H -3.90897 -1.98440 -0.32704 0.0577 -0.0678 0.1232 0.00
H -4.27020 -2.56434 -1.95664 0.0735 -0.0904 -0.1229 0.00
O 1.99535 -1.81519 -1.55482 0.0002 0.1362 0.1100 0.00
C 1.08062 -2.49212 -1.12824 0.1351 -0.3591 -0.1431 -0.01
N -0.07748 -2.05257 -0.55733 0.3231 0.9015 0.4861 0.06
C -0.88073 -3.08993 -0.18509 -0.4426 -0.3514 0.1410 0.01
O -1.96847 -3.02351 0.35097 0.2669 -0.1235 0.0328 0.00
C -0.16820 -4.36863 -0.54501 0.4951 0.0284 -0.2429 -0.01
C -0.49195 -5.69602 -0.36226 -0.0406 0.1055 -0.0149 0.00
C 0.44014 -6.64857 -0.76413 -0.1255 -0.0472 0.0747 0.00
C 1.65145 -6.27640 -1.32513 0.1215 -0.0912 -0.1082 0.00
C 1.96857 -4.93796 -1.51995 0.0092 0.2372 0.0031 0.00
C 1.04337 -3.99718 -1.12088 -0.3230 -0.2930 0.1271 0.01
H -1.43218 -5.99002 0.07930 -0.1086 0.0366 0.0576 0.00
H 0.21457 -7.69606 -0.63004 0.0018 -0.1274 0.0086 0.00
H 2.36031 -7.03841 -1.62031 0.0149 -0.0615 -0.0101 0.00
H 2.90994 -4.63847 -1.95777 0.0572 0.0452 -0.0342 0.00
C -3.75167 0.23354 2.32138 0.3812 0.0502 -0.2740 0.00
C -2.67007 0.24997 1.23030 -1.6973 0.5181 0.5305 -0.01
O -3.02070 0.67151 0.11647 0.1206 0.1323 0.2624 0.00
O -1.54730 -0.17912 1.56838 0.8140 -0.5396 0.2427 0.04
H -4.54319 0.93851 2.07890 0.0060 -0.0104 -0.0207 0.00
H -3.31757 0.45820 3.29151 -0.0013 -0.0708 0.1233 0.00
H -4.16002 -0.77507 2.32855 -0.0884 -0.1043 0.1325 0.00
```
Forces are in eV/Å.